a:
DFT (the ωB97M-V functional and the def2-TZVPD basis) results for the molecule C3H5N3S.

```
12
Properties=species:S:1:pos:R:3:lowdin_charge:R:1
C 1.12 -0.88 0.53 -0.24
C -2.64 1.10 0.16 -0.01
C 1.88 -0.24 -0.56 -0.60
N -0.16 -0.95 0.69 0.02
N -1.80 0.30 -0.46 -0.03
N -1.14 -0.65 0.08 -0.04
S 3.32 0.64 0.21 0.57
H 1.66 -1.56 1.15 0.09
H -2.69 1.09 1.21 0.05
H -3.35 1.63 -0.52 0.07
H 2.37 -0.97 -1.25 0.07
H 1.43 0.50 -1.24 0.05
```

As for the HOMO energy (spin up / spin down): -0.3148 / -0.2757 Eh. The frontier orbital gap (spin up / spin down) is 0.2965 / 0.2011 hartree.

b:
DFT (the ωB97M-V functional and the def2-TZVPD basis) results for the molecule C3H5N3S.

```
12
Properties=species:S:1:pos:R:3:lowdin_charge:R:1
C -2.77 -0.47 -0.14 -0.13
C -0.40 -0.34 0.05 -0.47
C -0.51 1.13 0.06 -0.19
H -2.82 0.61 -0.21 0.06
H -3.37 -0.77 0.73 0.08
H -3.26 -1.00 -0.97 0.08
H 0.81 -1.78 0.55 0.08
H 2.74 0.25 1.03 -0.12
N -1.46 -1.04 0.02 0.04
N 0.84 -0.83 0.27 -0.40
N -0.62 2.27 0.06 0.18
S 2.29 -0.12 -0.21 0.78
```

As for the structure (SMILES): C/N=C(\C#N)NS. As for the HOMO energy: -0.3525 Eh. The frontier orbital gap is 0.3765 hartree.

Most stable: b (next structure +5.216 eV)

a:
DFT (the ωB97M-V functional and the def2-TZVPD basis) results for a cluster of 2 separate species, C6H16N in total.

```
23
Properties=species:S:1:pos:R:3:lowdin_charge:R:1
C 0.00 1.52 2.66 -0.06
C 1.14 0.51 2.40 -0.19
C 0.98 -0.28 1.16 0.09
C 2.13 -0.55 0.30 -0.14
C 2.18 0.25 -1.05 -0.14
C 0.98 -0.09 -1.93 -0.25
N -0.19 0.59 -1.35 0.04
H 0.14 2.05 3.60 0.09
H -0.97 1.03 2.62 0.09
H -0.02 2.28 1.89 0.09
H 2.10 1.03 2.37 0.13
H 1.17 -0.18 3.26 0.17
H -0.19 0.39 -0.34 0.04
H 0.32 -1.15 1.24 0.16
H 2.16 -1.62 0.06 0.14
H 3.05 -0.26 0.81 0.15
H 3.13 0.07 -1.55 0.13
H 2.15 1.31 -0.80 0.12
H 1.15 0.30 -2.93 0.13
H 0.86 -1.18 -1.94 0.12
H -10.35 -3.08 -4.62 0.00
H -10.89 -3.13 -4.15 0.00
H -1.05 0.18 -1.70 0.09
```

As for the HOMO energy: -0.5129 Eh. Its total charge is +1. The frontier orbital gap is 0.2533 hartree.

b:
DFT (the ωB97M-V functional and the def2-TZVPD basis) results for the ion C6H16N with charge +1.

```
23
Properties=species:S:1:pos:R:3:lowdin_charge:R:1
C 0.62 -0.21 -2.22 -0.02
C 0.71 -0.15 -0.70 -0.32
C 0.23 1.03 0.10 -0.13
C -1.00 0.65 0.98 -0.42
C -2.15 0.14 0.11 -0.07
C -0.62 -0.33 2.08 -0.07
N 2.18 -0.50 -0.31 0.23
H -0.39 -0.51 -2.48 0.10
H 1.29 -0.98 -2.60 0.09
H 0.93 0.73 -2.67 0.10
H 0.20 -1.05 -0.35 0.13
H 0.97 1.31 0.87 0.11
H -0.02 1.97 -0.40 0.13
H -1.31 1.58 1.46 0.14
H -2.11 -0.93 -0.14 0.09
H -3.09 0.19 0.65 0.09
H -2.20 0.70 -0.82 0.09
H -1.50 -0.48 2.72 0.10
H 0.24 -0.01 2.67 0.08
H -0.44 -1.34 1.70 0.07
H 2.26 -1.51 -0.25 0.17
H 2.41 -0.14 0.62 0.16
H 2.80 -0.16 -1.04 0.16
```

As for the structure (SMILES): CC(C)C[C@@H](C)[NH3+]. As for the HOMO energy: -0.5517 Eh. Its total charge is +1. The frontier orbital gap is 0.4234 hartree.

Most stable: b (next structure +3.720 eV)

a:
DFT (the ωB97M-V functional and the def2-TZVPD basis) results for the ion C6H16N with charge +1.

```
23
Properties=species:S:1:pos:R:3:lowdin_charge:R:1
C 2.58 0.04 0.50 -0.02
C 1.14 0.29 0.12 -0.34
C 0.08 -0.59 0.78 -0.18
C -1.34 -0.24 0.61 -0.41
C -1.62 1.30 0.46 -0.06
C -1.93 -1.05 -0.60 -0.05
N 0.95 0.19 -1.41 0.20
H 3.23 0.76 0.05 0.08
H 2.97 -0.92 0.13 0.11
H 2.72 0.06 1.55 0.09
H 0.82 1.27 0.26 0.11
H 0.36 -1.66 0.47 0.15
H 0.40 -0.56 1.85 0.15
H -1.88 -0.49 1.54 0.14
H -1.35 1.49 -0.59 0.06
H -2.74 1.31 0.48 0.10
H -1.27 2.06 1.17 0.10
H -3.03 -1.17 -0.53 0.10
H -1.30 -1.92 -0.67 0.07
H -1.74 -0.60 -1.56 0.05
H 1.53 1.01 -1.88 0.23
H -0.02 0.24 -1.90 0.18
H 1.26 -0.70 -1.72 0.13
```

As for the structure (SMILES): CC(C)C[C@@H](C)[NH3+]. As for the HOMO energy: -0.5515 Eh. Its total charge is +1. The frontier orbital gap is 0.4204 hartree.

b:
DFT (the ωB97M-V functional and the def2-TZVPD basis) results for the ion C6H16N with charge +1.

```
23
Properties=species:S:1:pos:R:3:lowdin_charge:R:1
C -1.36 0.27 1.65 -0.02
C -0.68 -0.62 0.61 -0.29
C 0.80 -0.32 0.33 -0.33
C 1.59 -1.62 0.19 -0.04
C 1.08 0.58 -0.91 -0.22
C 0.30 1.88 -1.00 -0.09
N -1.48 -0.51 -0.68 0.22
H -2.34 -0.08 1.82 0.07
H -1.36 1.34 1.42 0.10
H -0.82 0.17 2.59 0.11
H -0.88 -1.63 0.94 0.14
H 1.19 0.24 1.17 0.14
H 1.19 -2.43 0.76 0.07
H 2.61 -1.53 0.57 0.09
H 1.59 -1.94 -0.85 0.09
H 0.99 -0.06 -1.80 0.11
H 2.11 0.89 -0.82 0.13
H -0.78 1.86 -1.16 0.06
H 0.75 2.49 -1.77 0.09
H 0.48 2.42 -0.07 0.10
H -1.44 0.46 -1.02 0.11
H -2.45 -0.74 -0.56 0.17
H -1.09 -1.11 -1.41 0.18
```

As for the structure (SMILES): CC[C@H](C)[C@@H](C)[NH3+]. As for the HOMO energy: -0.5703 Eh. Its total charge is +1. The frontier orbital gap is 0.4471 hartree.

Most stable: b (next structure +0.854 eV)

a:
DFT (the ωB97M-V functional and the def2-TZVPD basis) results for a cluster of 2 separate species, C6H16N in total.

```
23
Properties=species:S:1:pos:R:3:lowdin_charge:R:1
C 2.59 -0.14 -0.08 -0.02
C 1.11 0.57 -0.31 -0.32
C -0.05 -0.14 0.42 0.28
C -1.35 -0.38 -0.28 -0.37
C -2.52 0.51 0.17 -0.04
C -1.96 -1.84 -0.22 -0.03
N 1.47 2.03 -0.01 0.08
H 2.53 -1.26 0.11 0.04
H 3.26 -0.03 -0.94 0.08
H 2.98 0.48 0.77 0.09
H 0.88 0.50 -1.32 0.10
H 3.39 -2.71 1.32 0.00
H -0.15 0.27 1.41 0.14
H -1.24 -0.33 -1.35 0.14
H -2.38 1.61 0.14 0.11
H -2.88 0.09 1.15 0.11
H -3.34 0.36 -0.47 0.08
H -1.16 -2.64 -0.38 0.11
H -2.44 -2.05 0.78 0.10
H -2.78 -1.97 -0.90 0.08
H 0.92 2.34 0.80 0.09
H 4.04 -3.00 1.52 0.05
H 1.24 2.66 -0.77 0.09
```

As for the HOMO energy: -0.5232 Eh. Its total charge is +1. The frontier orbital gap is 0.2475 hartree.

b:
DFT (the ωB97M-V functional and the def2-TZVPD basis) results for a cluster of 2 separate species, C6H16N in total.

```
23
Properties=species:S:1:pos:R:3:lowdin_charge:R:1
C 0.19 -2.33 1.33 -0.02
C 0.32 -0.89 0.85 -0.32
C -0.61 -0.50 -0.15 0.12
C -0.49 0.30 1.49 -0.09
C 0.49 1.60 1.32 -0.19
C 0.16 2.50 0.12 -0.07
N 0.02 -0.81 -3.58 0.02
H -0.81 -2.59 1.74 0.11
H 0.95 -2.53 2.09 0.10
H 0.19 -2.93 0.41 0.10
H 1.38 -0.71 0.64 0.16
H -1.52 -1.08 -0.36 0.14
H -0.40 0.02 -1.09 0.10
H -1.41 0.86 1.32 0.17
H -0.35 -0.07 2.51 0.17
H 1.47 1.13 1.37 0.10
H 0.43 2.19 2.25 0.12
H -0.61 1.98 -0.46 0.05
H -0.29 3.43 0.49 0.09
H 0.97 2.71 -0.58 0.09
H 0.94 -0.90 -3.98 0.02
H -0.45 0.08 -3.68 0.01
H -0.57 -1.48 -4.06 0.02
```

As for the HOMO energy: -0.4969 Eh. Its total charge is +1. The frontier orbital gap is 0.3232 hartree.

Most stable: b (next structure +1.605 eV)

a:
DFT (the ωB97M-V functional and the def2-TZVPD basis) results for a cluster of 2 separate species, C4H12N2S in total.

```
19
Properties=species:S:1:pos:R:3:lowdin_charge:R:1
C 0.62 1.40 0.11 -0.27
N -0.39 1.34 -0.93 -0.08
C -0.94 0.05 -1.46 -0.35
N -1.51 0.36 -2.75 -0.01
C 0.12 0.92 1.56 -0.25
C 0.06 -0.61 1.90 -0.66
S 1.01 -1.71 0.83 0.61
H 1.30 0.56 -0.16 0.00
H 1.07 2.38 0.25 0.10
H -1.27 1.81 -0.81 0.09
H -1.68 -0.37 -0.79 0.10
H -0.13 -0.69 -1.56 0.07
H -0.86 0.83 -3.41 0.09
H -2.08 -0.37 -3.08 0.05
H 0.80 1.39 2.33 0.11
H -0.86 1.43 1.62 0.09
H 0.52 -0.83 2.94 0.07
H -0.92 -1.13 1.92 0.06
H 2.49 -0.26 1.01 0.17
```

As for the HOMO energy: -0.3076 Eh. The frontier orbital gap is 0.2646 hartree.

b:
DFT (the ωB97M-V functional and the def2-TZVPD basis) results for the molecule C4H12N2S.

```
19
Properties=species:S:1:pos:R:3:lowdin_charge:R:1
N 0.09 -2.24 -0.85 0.03
C -0.30 -0.91 -0.36 -0.45
C -0.39 -0.78 1.24 -0.47
S 1.21 -1.26 2.02 0.72
C 0.69 0.13 -0.87 -0.24
N 0.57 1.47 -0.23 -0.14
C -0.72 2.10 -0.12 -0.15
H -0.78 -2.76 -0.92 0.06
H 0.66 -2.69 -0.14 0.03
H -1.31 -0.64 -0.76 0.14
H -0.70 0.21 1.49 0.02
H -1.22 -1.40 1.55 0.06
H 1.82 -0.19 1.60 -0.17
H 0.68 0.33 -1.98 0.12
H 1.69 -0.29 -0.71 0.10
H 1.23 2.02 -0.77 0.10
H -1.41 1.78 -0.92 0.09
H -0.70 3.20 -0.13 0.08
H -1.11 1.92 0.89 0.06
```

As for the structure (SMILES): CNC[C@@H](N)CS. As for the HOMO energy: -0.3228 Eh. The frontier orbital gap is 0.3571 hartree.

c:
DFT (the ωB97M-V functional and the def2-TZVPD basis) results for a cluster of 2 separate species, C4H12N2S in total.

```
19
Properties=species:S:1:pos:R:3:lowdin_charge:R:1
C 0.17 -1.13 -0.91 -0.29
N 1.35 -0.77 -0.12 -0.07
C 1.64 0.68 -0.11 -0.32
N 2.98 0.72 0.42 0.00
C -1.05 -1.49 -0.06 -0.30
C -1.53 -0.36 0.87 -0.70
S -1.85 1.15 -0.01 0.64
H -0.09 -0.40 -1.69 0.09
H 0.47 -2.05 -1.42 0.11
H 2.15 -1.23 -0.53 0.09
H 0.90 1.14 0.56 0.07
H 1.54 1.11 -1.11 0.12
H 3.09 0.25 1.30 0.07
H 3.53 1.56 0.38 0.06
H -1.93 -1.76 -0.66 0.09
H -0.73 -2.36 0.51 0.11
H -2.29 -0.78 1.53 0.07
H -0.73 -0.05 1.55 0.05
H -3.10 0.06 -0.88 0.11
```

As for the HOMO energy: -0.3285 Eh. The frontier orbital gap is 0.3169 hartree.

Most stable: b (next structure +1.540 eV)